Formula: C21H26F2GdN4O5
Source: OMol25
Level of theory: ωB97M-V/def2-TZVPD

Geometry as XYZ:
```
59
Properties=species:S:1:pos:R:3:mulliken_spin:R:1
N 0.0316 -1.9087 -4.1439 0.000
H 0.2062 1.0035 -2.3754 -0.002
C 4.0718 -1.4463 1.2291 -0.001
H 4.4995 -2.3471 1.6435 0.000
C -2.9998 0.5583 3.3826 -0.001
O -2.3806 0.5443 0.0022 0.020
C 0.7864 2.1159 -0.0519 0.266
C -0.7202 -1.7823 2.4836 0.011
F 0.0242 5.1259 -1.8937 0.003
O -3.3378 -1.2351 -0.9328 0.004
O 0.1586 -0.9743 2.8919 0.015
C -0.3573 -2.2488 -1.7425 0.000
C -2.0837 -1.7469 3.1671 -0.007
C 2.7305 -1.4009 0.8962 -0.002
C -3.6528 -0.8420 1.4501 -0.006
C 2.0430 3.9758 -1.7159 -0.010
H -0.2588 -2.1593 -5.0898 0.000
H -2.1007 2.1184 4.5211 0.000
H -3.9840 -1.8808 1.4670 0.000
N -2.6841 -0.5681 2.5137 0.006
C 0.7064 4.0945 -1.3834 0.016
H -2.6607 -2.6523 2.9806 0.000
H 2.0760 -2.2482 1.0643 0.000
H -0.2377 2.2476 3.1275 0.000
H -3.6145 0.2504 4.2406 0.000
H -4.5399 -0.2148 1.5750 0.000
C -3.1195 -0.5146 0.0343 0.010
H 5.8769 -0.2874 1.3186 0.000
C -0.0580 -0.4107 -3.9592 0.002
H 1.3983 -0.2779 -2.3608 0.000
C 4.8307 -0.3012 1.0449 0.000
C 0.0574 3.1819 -0.5651 -0.016
H -1.1559 0.6106 4.5286 0.000
H -1.8388 -2.3807 -3.3203 0.000
H 4.7978 1.7454 0.3897 0.000
H 0.6760 -2.5648 -1.5604 0.000
Gd -0.3891 0.1761 0.8868 6.605
H -0.9974 3.3215 -0.3612 0.009
H 1.0089 -2.1950 -4.0490 0.000
C 2.1480 1.9642 -0.3465 -0.005
C 2.8857 0.7918 0.1887 -0.015
H -1.4408 -0.5379 -1.6125 0.002
C 4.2363 0.8346 0.5255 0.002
C -0.8025 -2.6632 -3.1322 0.000
H -1.0962 -0.1483 -4.1635 0.000
H -1.9728 -1.5885 4.2391 0.000
H -3.5792 1.2730 2.7982 0.000
H 0.5863 0.0439 -4.7107 0.000
C -1.7737 1.2699 3.9152 0.001
F 4.0290 2.7849 -1.5394 0.002
H -0.9779 -2.7423 -0.9955 0.001
N -0.4524 -0.8093 -1.5570 0.045
H -0.6683 -3.7247 -3.3343 0.000
C 2.7374 2.9080 -1.1840 0.015
O -0.9984 1.7522 2.8033 0.014
H 2.5281 4.6925 -2.3622 -0.001
O -0.6843 -2.1978 1.2886 0.004
C 0.3375 -0.0668 -2.5305 -0.002
N 2.1495 -0.3184 0.3760 0.019
```

Calculated values
**Kohn-Sham gap (alpha / beta)**: 8.215 / 7.665 eV
**ΔE to the lowest compared entry with this formula, charge and spin**: 0.00 kcal/mol
**Charge**: +1
**Total energy**: -64663.3696 eV
**Multiplicity**: 8
**M**: 609.708 g mol⁻¹

=====

Formula: C21H26F8IN2O5
Source: OMol25
Level of theory: ωB97M-V/def2-TZVPD

Geometry as XYZ:
```
63
Properties=species:S:1:pos:R:3:nbo_charge:R:1
C 4.5483 -3.8435 -1.2741 -0.694
H -0.8705 7.1337 4.8263 0.235
F -1.3020 -6.7019 -1.8748 -0.284
O -0.3581 5.4258 0.8179 -0.502
O 1.7856 6.2119 0.6593 -0.573
C -4.9514 0.3170 -0.1480 -0.651
H 3.8261 -0.3119 -1.3135 0.280
C 1.6903 0.3206 1.8214 -0.657
O -1.4868 2.5592 -2.0042 -0.671
N 0.9567 -2.6949 -1.3715 -0.524
F 5.2372 -1.8572 -2.8155 -0.371
C 1.7250 -1.3839 -1.1171 0.286
C 0.3139 -5.7761 -0.1861 0.924
C -1.4540 -1.3237 -1.3356 0.072
C -0.8664 6.4641 2.7792 0.056
H 2.5908 1.4809 -1.1723 0.411
H 5.6359 -4.1114 -1.6743 0.279
C 0.7420 6.0926 1.2779 0.963
C 3.3936 -1.3719 -1.0067 -0.507
H -4.4759 1.3511 -0.4763 0.235
H 2.0439 0.5986 2.9076 0.255
C -1.3800 1.5706 -0.8805 0.747
C -1.2383 5.2943 1.9189 -0.095
C 4.0979 -2.4608 -2.0335 0.206
H -2.1639 5.9751 4.4472 0.225
H 3.7287 -1.6132 0.1126 0.270
F 0.0030 -4.7962 0.8784 -0.307
H 1.5691 -3.5490 -1.4734 0.467
C -1.1180 6.2328 4.2552 -0.627
N 1.7089 1.3670 -0.6267 -0.656
H -2.2798 5.3402 1.5863 0.208
H -5.8733 -0.0041 -0.8101 0.240
H -3.5763 -2.3482 -1.7075 0.278
C 0.9902 0.0685 -0.9209 0.236
I -3.7711 -0.0134 -3.1895 0.198
C -0.4152 -5.5038 -1.6267 0.570
H 0.5626 -0.0578 1.8810 0.226
H 1.1478 2.4662 1.2661 0.224
F -2.4658 -4.4075 -0.6678 -0.308
H -1.4168 3.4573 -1.5298 0.524
C -0.6646 0.1064 -1.0604 -0.021
H -1.0591 4.3244 2.3955 0.181
F 1.8154 -5.8477 -0.2942 -0.325
O -1.8826 1.9828 0.2938 -0.544
H -5.3905 0.4659 0.9505 0.240
H 3.8124 -4.7471 -1.4606 0.240
H -4.1440 -1.7947 0.4939 0.239
C -3.1131 -1.2735 -1.4719 -0.398
H 3.2682 -2.7002 -2.8573 0.178
F -0.0919 -7.1265 0.3552 -0.289
H 2.3462 -0.6079 1.4881 0.198
C -0.5823 -2.7452 -1.4647 0.154
H 4.6855 -3.6276 -0.1120 0.226
C -3.7594 -0.8026 -0.0410 -0.446
H -2.8559 -0.4246 0.6349 0.230
H -0.4775 5.4330 4.6445 0.220
F 0.6002 -5.5523 -2.7435 -0.309
H -1.3698 7.3804 2.4479 0.190
F -1.9750 -4.1663 -3.0752 -0.305
C 1.8841 1.6271 0.8520 -0.237
O 0.5210 6.6057 2.5244 -0.478
H 2.9745 2.0719 0.9899 0.232
C -1.3758 -4.1783 -1.6886 0.635
```

Calculated values
**Kohn-Sham gap**: 6.569 eV
**Charge**: +1
**Total energy**: -65234.3909 eV
**M**: 665.336 g mol⁻¹

=====

Question: total energy of number 1 (C21H26F2GdN4O5)?
Answer: -64663.3696 eV

=====

Question: What is the M in the second record?
Answer: 665.336 g mol⁻¹